Entry from OMol25: a structure of composition C37H43N5RuS2Si in a non-equilibrium geometry (ωB97M-V/def2-TZVPD).

Results
- Energy above the lowest of the compared OMol25 structures with the same formula, charge and spin: 148.5 kJ/mol
- Strongest force on any atom: 0.0611 hartree/bohr
- Orbital gap (spin up / spin down): 6.67 / 6.43 eV
- LUMO level (spin up / spin down): 0.0820 / 0.0831 hartree
- Molar mass: 751.076 g mol⁻¹

Geometry as ORCA input:
```
! wB97M-V def2-TZVPD RIJCOSX def2/J DEFGRID3
* xyz -1 2
Ru -0.053 -0.066 0.477
C 4.956 4.181 1.382
Si 3.971 3.707 -0.196
C 2.363 4.722 -0.176
C 5.031 4.348 -1.661
C 3.803 1.831 -0.323
C 4.935 1.024 -0.119
C 4.849 -0.357 -0.172
C 3.605 -0.931 -0.371
N 2.509 -0.197 -0.554
C 2.610 1.133 -0.571
S 1.102 1.868 -0.997
H 5.098 5.258 1.424
H 5.941 3.724 1.399
H 4.442 3.884 2.291
H 2.574 5.788 -0.182
H 1.768 4.505 0.705
H 1.747 4.494 -1.038
H 5.276 5.397 -1.524
H 4.502 4.256 -2.604
H 5.966 3.804 -1.752
H 5.888 1.492 0.087
H 5.727 -0.978 -0.046
H 3.465 -2.003 -0.402
C -5.111 -4.342 -1.868
C -5.664 -3.510 -0.747
C -6.948 -3.690 -0.284
C -7.450 -2.946 0.784
C -6.625 -2.013 1.404
C -5.344 -1.796 0.951
C -4.846 -2.528 -0.144
N -3.572 -2.336 -0.654
C -2.738 -1.260 -0.467
N -3.360 -0.052 -0.425
C -2.877 1.192 -0.069
C -1.561 1.375 0.422
C -1.253 2.667 0.855
C -2.146 3.723 0.770
C -3.409 3.519 0.232
C -3.790 2.266 -0.196
C -5.161 2.048 -0.780
N -1.406 -1.416 -0.545
C -0.982 -2.749 -0.429
C -0.268 -3.332 -1.483
C 0.026 -4.678 -1.474
C -0.389 -5.474 -0.417
C -1.020 -4.889 0.676
C -1.310 -3.539 0.703
C -1.898 -2.899 1.927
H -5.893 -4.968 -2.290
H -4.310 -4.992 -1.508
H -4.701 -3.713 -2.658
H -7.576 -4.429 -0.765
H -8.462 -3.106 1.130
H -6.990 -1.455 2.256
H -4.708 -1.086 1.460
H -3.110 -3.146 -1.047
H -4.358 -0.109 -0.576
H -0.279 2.863 1.284
H -1.847 4.706 1.104
H -4.106 4.346 0.156
H -5.622 3.007 -1.004
H -5.806 1.518 -0.075
H -5.118 1.479 -1.709
H 0.023 -2.705 -2.314
H 0.574 -5.120 -2.296
H -0.193 -6.538 -0.423
H -1.274 -5.501 1.532
H -1.612 -3.454 2.818
H -2.987 -2.875 1.884
H -1.539 -1.864 2.029
S 2.218 -3.853 2.225
C 1.519 -2.575 1.589
N 1.034 -1.633 1.087
C 0.679 1.447 5.738
C 0.085 0.205 5.065
C 0.889 -1.048 5.434
C -1.380 0.021 5.480
C 0.122 0.361 3.613
C 0.139 0.475 2.406
H 0.664 1.332 6.821
H 0.104 2.332 5.470
H 1.708 1.598 5.415
H 0.834 -1.237 6.506
H 1.932 -0.931 5.150
H 0.493 -1.912 4.904
H -1.456 -0.152 6.553
H -1.808 -0.832 4.955
H -1.960 0.905 5.222
*
```